(1)
A cluster of 15 separate species, C55H150N10O20 in total. Source: OMol25; level of theory: ωB97M-V/def2-TZVPD.

```
! wB97M-V def2-TZVPD RIJCOSX def2/J DEFGRID3
* xyz 0 1
C -5.41 17.47 0.21
O -6.77 17.13 0.31
H -5.21 17.93 -0.76
H -4.98 18.16 0.95
H -4.78 16.58 0.30
H -6.86 16.20 0.51
C -8.60 24.60 -1.80
O -9.06 25.93 -2.04
H -9.05 23.93 -2.55
H -7.51 24.59 -1.76
H -9.00 24.26 -0.84
H -8.69 26.20 -2.89
C -12.14 24.17 1.81
O -10.85 23.69 1.44
H -12.81 23.31 1.79
H -12.13 24.59 2.82
H -12.50 24.93 1.12
H -10.23 24.44 1.41
C -16.42 15.70 3.25
O -16.36 14.34 2.93
H -16.26 16.35 2.38
H -17.40 15.98 3.66
H -15.65 16.06 3.94
H -16.81 13.84 3.61
C -11.29 18.13 -5.02
O -12.50 17.42 -4.77
H -11.55 19.07 -5.53
H -10.79 18.35 -4.08
H -10.60 17.57 -5.65
H -12.65 17.49 -3.81
C -14.32 18.88 1.22
O -13.85 19.49 0.03
C -13.96 20.92 0.14
C -13.55 21.66 -1.12
N -12.30 21.21 -1.76
C -11.14 21.54 -0.93
C -9.80 21.06 -1.42
O -9.77 19.64 -1.39
C -8.49 19.10 -1.62
H -13.61 18.99 2.04
H -14.50 17.81 1.03
H -15.29 19.32 1.47
H -13.40 21.18 1.05
H -15.02 21.11 0.36
H -13.45 22.72 -0.89
H -14.35 21.52 -1.85
H -12.35 20.19 -1.75
H -11.26 21.21 0.11
H -11.07 22.63 -0.90
H -9.03 21.46 -0.75
H -9.53 21.39 -2.43
H -8.53 18.02 -1.70
H -7.85 19.22 -0.73
H -8.00 19.64 -2.43
C -5.62 16.26 -3.18
O -6.71 15.89 -4.02
C -7.48 14.90 -3.37
C -8.88 14.92 -3.93
N -9.69 13.77 -3.53
C -9.78 13.64 -2.08
C -10.89 12.67 -1.71
O -10.87 12.53 -0.30
C -11.84 11.61 0.13
H -6.02 16.73 -2.28
H -5.03 17.03 -3.69
H -4.98 15.42 -2.93
H -7.50 14.99 -2.28
H -7.01 13.93 -3.57
H -8.74 14.84 -5.01
H -9.41 15.87 -3.73
H -10.63 13.87 -3.90
H -9.87 14.58 -1.53
H -8.85 13.15 -1.77
H -10.67 11.69 -2.17
H -11.85 12.99 -2.13
H -11.81 11.51 1.21
H -11.68 10.64 -0.36
H -12.86 11.90 -0.15
C -15.07 28.26 -9.13
O -14.68 28.03 -7.80
C -15.77 27.69 -6.96
C -15.22 27.60 -5.55
N -14.49 26.33 -5.37
C -13.89 26.33 -4.03
C -13.24 25.03 -3.69
O -12.14 24.78 -4.54
C -11.38 23.66 -4.17
H -15.57 27.35 -9.51
H -14.20 28.42 -9.76
H -15.76 29.10 -9.21
H -16.23 26.74 -7.26
H -16.57 28.44 -7.02
H -16.07 27.58 -4.87
H -14.61 28.48 -5.32
H -13.72 26.36 -6.03
H -14.58 26.70 -3.27
H -13.08 27.09 -4.03
H -13.95 24.20 -3.77
H -12.89 25.05 -2.65
H -11.02 23.86 -3.14
H -10.44 23.67 -4.72
H -11.90 22.71 -4.23
C -18.31 17.72 0.66
O -19.05 18.87 0.35
C -18.27 20.03 0.20
C -18.98 21.10 -0.62
N -18.65 20.89 -2.03
C -19.74 21.35 -2.91
C -19.29 21.51 -4.33
O -19.24 20.20 -4.90
C -18.99 20.21 -6.29
H -19.00 16.88 0.58
H -17.85 17.74 1.66
H -17.49 17.57 -0.05
H -17.26 19.87 -0.18
H -18.03 20.44 1.19
H -18.71 22.11 -0.29
H -20.07 20.97 -0.52
H -18.49 19.89 -2.19
H -20.03 22.33 -2.53
H -20.59 20.66 -2.82
H -18.30 21.97 -4.42
H -20.00 22.15 -4.88
H -19.81 20.70 -6.82
H -18.95 19.17 -6.61
H -18.05 20.70 -6.56
C -8.37 26.10 1.84
O -8.31 24.70 1.64
C -7.58 24.02 2.65
C -7.39 22.58 2.20
N -6.54 22.59 1.00
C -6.41 21.21 0.48
C -5.87 21.28 -0.93
O -6.89 21.90 -1.68
C -6.63 21.93 -3.06
H -8.83 26.48 0.92
H -7.40 26.58 1.95
H -8.97 26.34 2.72
H -8.21 24.01 3.55
H -6.63 24.46 2.94
H -8.33 22.04 2.02
H -6.89 22.00 2.98
H -7.06 23.11 0.30
H -7.39 20.73 0.53
H -5.71 20.68 1.14
H -5.66 20.27 -1.30
H -4.90 21.79 -1.00
H -5.76 22.52 -3.34
H -7.44 22.46 -3.56
H -6.54 20.94 -3.51
C -12.91 14.73 2.49
C -12.89 14.18 3.91
C -13.13 12.67 3.94
O -12.88 12.17 5.24
C -13.03 10.78 5.33
N -11.55 14.47 4.47
H -12.72 15.80 2.50
H -13.88 14.61 1.99
H -12.23 14.24 1.79
H -13.69 14.65 4.47
H -12.48 12.21 3.19
H -14.18 12.45 3.74
H -12.92 10.47 6.36
H -12.30 10.25 4.71
H -13.99 10.43 4.93
H -10.89 13.99 3.86
H -11.50 13.92 5.33
C -11.78 16.03 -0.44
C -12.50 16.39 -1.76
C -13.95 15.88 -1.69
O -13.92 14.47 -1.73
C -15.23 13.94 -1.79
N -12.46 17.86 -1.82
H -11.87 14.95 -0.29
H -12.30 16.59 0.34
H -10.75 16.37 -0.43
H -11.95 15.97 -2.60
H -14.46 16.33 -2.55
H -14.40 16.23 -0.75
H -15.14 12.92 -2.16
H -15.89 14.49 -2.46
H -15.69 13.87 -0.80
H -12.99 18.31 -1.07
H -11.51 18.14 -1.59
C -20.27 16.26 -4.17
C -19.51 16.81 -2.98
C -18.14 17.28 -3.49
O -17.43 18.02 -2.49
C -16.31 18.68 -3.06
N -20.32 17.86 -2.38
H -20.40 17.07 -4.89
H -21.28 15.92 -3.96
H -19.75 15.47 -4.72
H -19.32 15.99 -2.28
H -18.25 17.93 -4.36
H -17.53 16.40 -3.71
H -15.75 19.14 -2.24
H -16.57 19.39 -3.85
H -15.63 17.96 -3.52
H -20.41 18.65 -3.02
H -19.79 18.29 -1.62
C -10.68 22.22 4.58
C -10.76 20.71 4.85
C -10.65 19.96 3.53
O -10.60 18.58 3.77
C -10.56 17.81 2.57
N -9.68 20.37 5.80
H -11.37 22.48 3.78
H -9.68 22.50 4.24
H -10.85 22.88 5.44
H -11.66 20.43 5.39
H -9.80 20.29 2.91
H -11.52 20.26 2.92
H -11.32 18.19 1.87
H -10.82 16.81 2.90
H -9.55 17.74 2.17
H -8.79 20.46 5.32
H -9.73 19.36 5.93
C -17.23 20.52 4.29
C -17.25 19.17 5.02
C -15.88 18.78 5.56
O -15.00 18.61 4.49
C -13.71 18.19 4.90
N -18.18 19.28 6.17
H -17.06 21.37 4.96
H -18.19 20.77 3.81
H -16.51 20.61 3.48
H -17.69 18.42 4.36
H -15.94 17.87 6.17
H -15.57 19.56 6.27
H -13.00 18.20 4.07
H -13.74 17.11 5.11
H -13.35 18.79 5.73
H -18.01 20.15 6.66
H -19.10 19.42 5.75
*
```

The HOMO energy comes out at -8.669 eV. The value obtained for the total energy is -4237.48302 hartree.

Atomic partial charges in e from the Löwdin method, atoms 1 to 99: -0.18, -0.12, 0.06, 0.07, 0.09, 0.08, -0.15, -0.12, 0.05, 0.09, 0.07, 0.08, -0.14, -0.14, 0.06, 0.08, 0.08, 0.05, -0.17, -0.11, 0.06, 0.08, 0.06, 0.08, -0.16, -0.15, 0.07, 0.06, 0.07, 0.01, -0.08, -0.24, -0.19, -0.18, -0.01, -0.20, -0.20, -0.19, -0.09, 0.07, 0.08, 0.08, 0.10, 0.12, 0.11, 0.11, 0.07, 0.12, 0.10, 0.11, 0.12, 0.08, 0.06, 0.08, -0.10, -0.18, -0.25, -0.21, -0.05, -0.21, -0.23, -0.19, -0.11, 0.05, 0.09, 0.09, 0.11, 0.13, 0.13, 0.11, 0.11, 0.10, 0.12, 0.13, 0.11, 0.07, 0.09, 0.09, -0.11, -0.19, -0.24, -0.22, -0.04, -0.22, -0.24, -0.19, -0.11, 0.09, 0.09, 0.09, 0.12, 0.12, 0.12, 0.12, 0.11, 0.12, 0.12, 0.13, 0.12

---

(2)
A structure of composition C55H38N8SeW. Source: OMol25; level of theory: ωB97M-V/def2-TZVPD.

```
! wB97M-V def2-TZVPD RIJCOSX def2/J DEFGRID3
* xyz 2 3
W 18.55 -13.28 -7.25
C 16.02 -20.37 -5.26
C 15.67 -19.67 -6.42
C 16.30 -18.49 -6.66
C 17.20 -17.90 -5.72
C 17.48 -18.63 -4.56
C 16.91 -19.88 -4.31
C 17.82 -16.54 -6.07
C 17.75 -15.52 -5.18
C 17.52 -15.51 -3.79
C 17.35 -14.23 -3.34
C 17.57 -13.30 -4.39
N 17.75 -14.08 -5.58
C 17.29 -11.91 -4.33
C 16.67 -11.40 -5.54
C 15.50 -10.56 -5.64
C 15.33 -10.27 -6.97
C 16.26 -11.01 -7.76
C 16.50 -10.88 -9.11
C 15.76 -9.84 -9.79
C 15.62 -8.54 -9.25
C 14.98 -7.58 -10.00
C 14.42 -7.79 -11.21
C 14.42 -9.06 -11.76
C 15.08 -10.09 -11.07
C 17.38 -11.71 -9.77
N 18.13 -12.78 -9.24
C 18.82 -13.33 -10.32
C 19.69 -14.44 -10.20
C 20.78 -14.58 -11.23
C 21.29 -13.45 -11.96
C 22.04 -13.65 -13.15
C 22.47 -14.94 -13.54
C 22.26 -15.99 -12.64
C 21.43 -15.79 -11.54
C 19.38 -15.45 -9.24
C 19.26 -16.84 -9.41
C 18.54 -17.36 -8.31
C 18.30 -16.35 -7.37
N 18.82 -15.14 -7.96
C 18.48 -12.66 -11.50
C 17.74 -11.55 -11.17
N 17.03 -11.84 -6.83
C 17.30 -11.09 -3.13
C 16.70 -9.82 -3.06
C 16.66 -9.16 -1.82
C 17.19 -9.72 -0.67
C 17.97 -10.93 -0.79
C 18.06 -11.54 -2.01
H 15.54 -21.32 -5.04
H 14.89 -20.05 -7.12
H 16.06 -17.96 -7.59
H 18.06 -18.18 -3.77
H 17.11 -20.45 -3.45
H 17.47 -16.44 -3.16
H 17.04 -13.93 -2.36
H 14.77 -10.29 -4.82
H 14.56 -9.62 -7.41
H 15.94 -8.21 -8.26
H 14.93 -6.63 -9.52
H 13.95 -6.95 -11.71
H 13.90 -9.26 -12.69
H 15.25 -11.07 -11.57
H 21.06 -12.41 -11.70
H 22.28 -12.87 -13.80
H 22.93 -15.17 -14.49
H 22.70 -16.96 -12.88
H 21.19 -16.63 -10.92
H 19.50 -17.32 -10.38
H 18.22 -18.37 -8.12
H 18.82 -13.04 -12.45
H 17.35 -10.78 -11.82
H 16.24 -9.40 -3.95
H 16.15 -8.20 -1.76
H 16.97 -9.35 0.31
H 18.37 -11.33 0.15
H 18.69 -12.38 -2.22
N 23.73 -14.33 -3.03
C 22.74 -14.11 -3.96
C 22.56 -14.95 -5.09
C 21.47 -14.79 -5.93
N 20.62 -13.77 -5.84
C 20.80 -12.94 -4.81
C 21.80 -13.04 -3.86
H 24.12 -15.30 -2.90
H 23.80 -13.74 -2.22
H 23.17 -15.86 -5.28
H 21.47 -15.46 -6.81
H 20.04 -12.12 -4.71
H 21.71 -12.37 -3.03
Se 19.47 -10.12 -6.58
N 19.90 -11.74 -7.46
C 21.12 -11.54 -8.10
C 21.94 -12.44 -8.73
C 23.20 -11.99 -9.13
C 23.56 -10.62 -9.17
C 22.77 -9.63 -8.68
C 21.56 -10.09 -8.04
N 20.86 -9.18 -7.34
H 21.74 -13.53 -8.77
H 23.87 -12.68 -9.56
H 24.46 -10.33 -9.72
H 23.05 -8.59 -8.61
*
```

The HOMO energy (alpha / beta) comes out at -11.643 / -11.681 eV. For the energy above the lowest of the compared OMol25 structures with the same formula, charge and spin, the calculation gives 0.000 eV. The value obtained for the total energy is -5024.68246 hartree. The expectation value of S² is 2.1121.

Atomic partial charges in e from the Löwdin method, atoms 1 to 99: 1.70, -0.06, -0.06, -0.06, -0.14, -0.04, -0.05, -0.05, -0.17, 0.02, 0.01, -0.20, -0.08, -0.08, -0.24, 0.00, 0.00, -0.19, -0.10, -0.15, -0.04, -0.09, -0.07, -0.05, 0.00, -0.17, -0.04, -0.24, -0.03, -0.15, -0.04, -0.04, -0.05, -0.05, -0.03, -0.21, 0.02, 0.03, -0.20, -0.10, 0.01, 0.05, -0.09, -0.16, -0.01, -0.06, -0.03, -0.04, -0.05, 0.11, 0.13, 0.13, 0.10, 0.10, 0.13, 0.12, 0.15, 0.14, 0.12, 0.11, 0.12, 0.12, 0.12, 0.11, 0.09, 0.12, 0.12, 0.08, 0.12, 0.11, 0.13, 0.12, 0.09, 0.11, 0.11, 0.12, 0.10, 0.13, -0.27, 0.00, -0.14, -0.04, -0.17, 0.02, 0.15, 0.11, 0.13, 0.12, 0.07, 0.11, 1.22, -0.40, -0.28, -0.04, -0.01, -0.05, 0.02, -0.33, -0.16